85
Properties=species:S:1:pos:R:3:forces:R:3:lowdin_charge:R:1 method="wB97M-V/def2-TZVPD" charge=+2 de_lowest_kcal_mol=82.4 s_squared=2.041 orbital_gap_ev="7.5 / 4.5" spin_multiplicity=3
W -0.058 0.092 -0.336 0.07 -1.80 -2.43 1.4393
C 1.469 -1.822 1.780 -0.01 -0.21 0.14 -0.0253
N 1.573 -0.640 0.908 0.05 -0.19 0.36 -0.3716
C 2.214 0.497 1.601 -0.13 0.27 0.18 -0.1727
C 1.138 1.399 2.214 0.39 -0.13 -0.17 -0.1531
N -0.108 1.222 1.464 -0.80 0.88 1.37 -0.0475
C -1.242 1.739 2.004 0.21 -0.15 -0.04 -0.1532
C -2.465 1.055 1.793 0.01 -0.02 -0.15 -0.1494
F -2.381 -0.099 1.153 -0.27 -0.23 0.17 0.1084
C -3.679 1.486 2.257 0.11 0.03 -0.06 -0.1281
F -4.770 0.797 2.020 -0.16 -0.08 0.05 0.1868
C -3.731 2.662 3.008 0.19 -0.14 -0.14 -0.1003
F -4.865 3.096 3.470 -0.25 0.11 0.10 0.2180
C -2.554 3.365 3.266 0.28 0.01 -0.04 -0.1229
F -2.595 4.487 3.953 -0.09 0.09 0.08 0.1771
C -1.344 2.910 2.791 -0.15 0.04 0.17 -0.1206
F -0.273 3.647 3.041 0.20 0.11 0.01 0.1367
C 1.905 -0.843 -0.468 0.10 0.17 -0.33 -0.2207
C -0.546 -1.984 -0.617 -0.70 -0.45 0.71 -0.2575
N -1.456 -1.076 -1.167 1.58 0.76 0.26 -0.2035
C -2.605 -1.363 -1.886 -0.92 0.08 -0.17 -0.1403
C -3.778 -0.592 -1.816 0.42 -0.23 0.21 -0.1416
F -3.836 0.454 -0.978 0.07 0.27 -0.02 0.0939
C -4.930 -0.903 -2.511 0.02 -0.02 -0.10 -0.1367
F -5.995 -0.117 -2.397 0.00 -0.05 0.01 0.1455
C -4.973 -2.035 -3.308 0.08 0.06 0.06 -0.1299
F -6.064 -2.341 -3.984 -0.02 0.00 -0.01 0.1654
C -3.847 -2.840 -3.386 -0.09 -0.04 -0.05 -0.1341
F -3.864 -3.923 -4.147 0.01 -0.02 -0.01 0.1566
C -2.699 -2.508 -2.691 0.24 0.32 0.10 -0.1324
F -1.629 -3.295 -2.825 -0.02 -0.07 -0.09 0.1190
H 2.444 -2.053 2.214 0.02 0.06 -0.04 0.1069
H 1.136 -2.684 1.212 -0.07 0.08 -0.05 0.0851
H 0.760 -1.634 2.587 -0.01 0.04 -0.03 0.1049
H 2.795 1.060 0.881 0.00 -0.06 -0.07 0.0436
H 2.886 0.138 2.380 -0.01 -0.08 -0.03 0.1388
H 1.482 2.433 2.200 -0.03 -0.02 0.03 0.0915
H 0.952 1.123 3.256 -0.11 0.04 -0.01 0.1487
H 2.045 -1.884 -0.729 -0.29 -0.01 -0.06 0.0855
H 2.727 -0.238 -0.833 -0.07 0.11 0.07 0.0379
H -0.943 -2.529 0.249 0.12 -0.02 -0.01 0.0845
H -0.031 -2.647 -1.309 0.38 0.23 0.13 0.0749
S 1.392 2.088 -1.151 0.25 0.78 0.13 0.2717
Sb 3.088 3.727 -0.843 -0.26 -0.75 0.02 1.4647
C 3.501 4.210 1.203 -0.12 -0.07 -0.79 -0.3426
C 4.793 4.040 1.684 0.03 0.04 0.00 -0.1142
C 5.064 4.350 3.010 0.03 -0.01 0.03 -0.0484
C 4.057 4.832 3.835 0.03 -0.03 -0.02 -0.0432
C 2.774 5.016 3.338 -0.10 0.00 -0.01 -0.0600
C 2.488 4.705 2.016 0.00 0.05 0.04 -0.1544
C 2.139 5.276 -1.971 0.55 -0.39 0.36 -0.3558
C 2.595 5.659 -3.223 0.05 0.03 0.01 -0.1035
C 1.886 6.621 -3.929 0.02 0.00 -0.05 -0.0526
C 0.746 7.191 -3.382 0.01 -0.01 0.01 -0.0497
C 0.298 6.794 -2.129 -0.04 -0.01 0.05 -0.0646
C 0.990 5.827 -1.417 -0.01 -0.01 0.02 -0.1371
C 4.796 2.689 -1.599 -0.37 0.57 0.14 -0.3533
C 5.328 1.696 -0.783 -0.01 -0.01 0.04 -0.1526
C 6.377 0.920 -1.249 -0.01 -0.03 0.00 -0.0563
C 6.889 1.135 -2.523 -0.02 0.01 0.02 -0.0461
C 6.350 2.124 -3.332 0.01 -0.01 -0.04 -0.0506
C 5.299 2.907 -2.874 0.01 0.07 -0.03 -0.1027
H 5.591 3.695 1.038 0.00 -0.01 0.03 0.0968
H 6.068 4.220 3.392 -0.01 0.02 0.02 0.1198
H 4.276 5.073 4.866 0.00 0.01 0.00 0.1198
H 1.989 5.407 3.973 0.03 0.01 0.03 0.1170
H 1.487 4.858 1.633 0.00 0.00 0.01 0.0848
H 3.489 5.229 -3.652 -0.03 0.05 -0.02 0.0857
H 2.233 6.924 -4.908 -0.01 0.02 0.01 0.1194
H 0.208 7.952 -3.931 0.00 -0.01 -0.01 0.1185
H -0.590 7.238 -1.700 0.01 0.03 -0.02 0.1146
H 0.626 5.506 -0.449 -0.01 0.02 -0.01 0.0862
H 4.945 1.530 0.218 0.00 -0.03 0.00 0.0864
H 6.796 0.149 -0.617 0.02 0.01 0.00 0.1166
H 7.713 0.533 -2.881 -0.01 0.00 -0.01 0.1195
H 6.747 2.289 -4.324 0.01 0.01 0.01 0.1196
H 4.889 3.676 -3.515 0.04 -0.05 -0.01 0.0852
S -1.981 2.656 -3.683 0.11 -0.13 0.20 1.1246
C -2.345 3.445 -2.211 -0.02 -0.03 -0.06 -0.3388
C -1.887 2.720 -1.167 -0.09 0.07 0.06 -0.2467
N -1.260 1.548 -1.517 -0.28 -0.09 -0.12 -0.2718
C -1.241 1.400 -2.821 -0.18 0.16 -0.18 -0.5031
H -2.891 4.374 -2.190 0.01 0.00 0.03 0.0870
H -1.999 2.984 -0.129 0.03 0.03 0.00 0.1056
H -0.763 0.567 -3.315 -0.06 -0.04 0.01 0.0969

26
Properties=species:S:1:pos:R:3:forces:R:3:lowdin_charge:R:1 method="wB97M-V/def2-TZVPD" charge=+2 de_lowest_kcal_mol=23.2 orbital_gap_ev=12.0 spin_multiplicity=1
C -1.023 -1.503 0.302 -1.13 -0.70 0.22 -0.1224
C -0.606 -1.896 -1.104 -0.23 0.71 -1.42 -0.1443
C 0.843 -1.747 -1.595 -0.11 2.34 1.09 -0.0685
N 1.066 -0.369 -2.290 -0.01 -0.91 -2.01 0.1968
N -1.287 -0.027 0.494 0.51 -0.41 0.45 0.1576
H -0.316 -1.840 1.048 0.17 0.24 0.30 0.1383
H -1.977 -2.023 0.501 0.45 0.26 0.00 0.1514
H -1.278 -1.311 -1.768 0.32 -0.41 -0.11 0.1369
H -0.858 -2.923 -1.332 -0.34 -0.28 0.44 0.1337
H 1.524 -1.521 -0.798 0.25 -0.96 1.01 0.1109
H 1.243 -2.556 -2.186 -0.14 0.04 -0.49 0.1428
H 0.871 -0.390 -3.299 -0.46 -0.26 0.05 0.1785
H 0.490 0.402 -1.937 0.53 -0.04 0.37 0.1505
H 2.072 -0.174 -2.318 -0.15 0.48 0.61 0.1739
H -1.565 0.223 1.492 0.57 -0.46 -1.20 0.1476
H -1.936 0.399 -0.171 -0.03 -0.19 0.04 0.1671
H -0.380 0.432 0.389 -0.21 0.53 0.14 0.0641
H -0.674 3.580 0.094 -0.19 -0.41 -0.21 0.0881
H 0.473 2.606 0.234 0.18 0.08 -0.22 0.0055
O -0.443 2.644 -0.043 -0.17 0.47 0.05 -0.0488
H 0.307 0.588 3.266 0.00 -0.17 0.16 0.0789
H -1.157 0.906 3.584 0.09 0.14 0.17 0.0933
O -0.548 0.748 2.852 -0.10 0.12 0.37 -0.0311
H 1.518 1.609 1.386 -0.70 -0.30 0.27 0.0605
H 2.613 1.071 0.655 -0.02 -0.69 -0.53 0.0957
O 1.649 0.932 0.703 0.95 0.80 0.45 -0.0571

85
Properties=species:S:1:pos:R:3:forces:R:3:lowdin_charge:R:1 method="wB97M-V/def2-TZVPD" charge=-1 orbital_gap_ev=7.5 spin_multiplicity=1
C 2.754 3.558 1.179 -0.10 0.07 -0.60 -0.0529
C 3.308 2.189 0.794 -0.62 0.49 0.81 -0.4264
F 3.700 2.149 -0.520 0.23 0.05 -0.30 -0.0082
C 2.276 1.093 1.142 0.38 -0.01 0.25 -0.1873
S 1.119 0.806 -0.218 -0.25 0.47 -0.54 0.4884
O 0.859 2.095 -0.793 -0.41 1.11 0.47 -0.3269
O 1.791 -0.050 -1.144 0.45 -1.28 0.00 -0.3207
N -0.194 0.180 0.481 0.10 -0.41 0.06 -0.3388
S -1.269 -0.401 -0.565 0.59 -0.03 -1.23 0.4743
O -1.675 0.577 -1.540 -0.74 0.99 0.01 -0.3394
O -0.866 -1.611 -1.232 0.02 -1.18 0.74 -0.3464
C -2.733 -0.721 0.437 0.11 1.36 0.32 -0.2346
C -3.266 0.640 0.905 0.06 -0.01 0.95 -0.2388
C -4.310 0.541 2.029 0.21 0.10 -0.55 -0.1788
C -5.691 0.076 1.527 0.01 -0.53 0.18 -0.0766
C -6.874 0.640 2.312 1.71 -0.18 0.09 -0.4808
F -7.857 -0.246 2.472 -0.99 -0.27 -0.55 0.1330
F -6.414 0.849 3.580 -0.16 0.39 0.52 0.1021
C -7.399 2.030 1.874 0.42 -0.59 0.28 -0.4861
F -8.319 2.425 2.726 -1.18 0.11 0.43 0.1556
F -6.401 2.885 2.010 1.01 0.51 -0.34 0.1461
S -8.035 2.203 0.119 -1.22 1.34 -0.06 0.7536
F -9.534 2.191 0.645 -0.25 -0.33 0.01 -0.1358
F -8.040 3.783 0.307 0.07 0.22 0.15 -0.1311
F -6.587 2.304 -0.463 0.58 -0.55 0.01 -0.1049
F -8.120 0.654 -0.114 0.37 -0.49 0.00 -0.1119
F -8.590 2.419 -1.336 -0.12 -0.06 -0.35 -0.1123
H 1.937 3.850 0.520 -0.01 -0.18 -0.06 0.0735
H 3.524 4.327 1.121 0.05 -0.02 0.17 0.0733
H 2.344 3.472 2.185 0.21 0.25 0.13 0.0738
H 4.215 2.058 1.393 -0.02 -0.41 0.00 0.1275
H 2.812 0.183 1.407 -0.30 -0.29 -0.28 0.0942
H 1.756 1.441 2.032 -0.26 -0.17 -0.08 0.0880
H -3.489 -1.183 -0.194 0.36 -0.47 -0.19 0.1010
H -2.468 -1.312 1.312 0.01 -0.28 -0.16 0.0998
H -2.423 1.189 1.329 0.08 0.04 -0.14 0.1035
H -3.663 1.255 0.099 0.10 -0.19 -0.24 0.1116
H -4.339 1.514 2.511 -0.29 0.06 0.03 0.1060
H -3.968 -0.169 2.784 0.03 0.08 0.09 0.1150
H -5.740 -1.000 1.711 -0.20 -0.04 -0.08 0.1348
H -5.806 0.184 0.451 -0.01 0.26 0.02 0.1103
C -0.745 -3.695 -7.166 0.07 0.06 -0.03 -0.0975
C -2.178 -3.285 -6.861 0.10 0.05 -0.06 -0.2878
N -2.546 -3.482 -5.474 -0.15 -0.21 0.17 -0.2009
C -3.972 -3.373 -5.237 -0.18 -0.08 -0.11 -0.2594
C -4.641 -2.015 -5.482 -0.17 0.03 0.12 -0.0902
C -1.690 -2.827 -4.487 0.35 0.07 0.05 -0.2356
C -1.518 -1.310 -4.579 0.03 0.06 0.03 -0.0767
H -0.557 -4.723 -6.852 -0.02 0.02 0.06 0.0758
H -0.565 -3.633 -8.242 -0.02 0.02 0.01 0.0663
H -0.021 -3.043 -6.677 0.00 -0.03 0.02 0.0656
H -2.836 -3.904 -7.481 -0.14 0.04 0.12 0.1119
H -2.327 -2.245 -7.189 0.03 0.01 -0.08 0.0987
H -4.184 -3.688 -4.211 0.14 0.05 0.04 0.1096
H -4.473 -4.114 -5.872 0.09 0.01 -0.08 0.1024
H -4.400 -1.297 -4.700 0.08 0.03 -0.06 0.0563
H -5.728 -2.137 -5.480 0.01 -0.03 -0.01 0.0640
H -4.365 -1.586 -6.446 0.04 -0.01 0.01 0.0628
H -0.698 -3.283 -4.545 -0.04 -0.04 -0.09 0.1040
H -2.043 -3.081 -3.486 -0.13 -0.01 -0.06 0.1105
H -1.330 -0.971 -5.602 -0.03 -0.07 -0.02 0.0652
H -0.666 -1.005 -3.972 -0.08 0.00 0.08 0.0737
H -2.384 -0.779 -4.190 0.04 0.07 -0.03 0.0551
C 9.112 -0.082 2.206 0.02 -0.07 0.01 -0.0916
C 8.678 0.795 3.372 0.10 -0.14 -0.08 -0.2813
N 7.241 0.955 3.463 -0.30 0.23 0.04 -0.1973
C 6.835 2.010 4.379 0.07 0.15 0.04 -0.2505
C 7.166 1.824 5.865 -0.12 0.11 0.11 -0.0898
C 6.466 -0.275 3.541 0.06 -0.27 -0.16 -0.2438
C 6.776 -1.239 4.692 -0.14 -0.09 0.05 -0.0842
H 8.697 0.283 1.266 -0.06 -0.01 0.03 0.0819
H 10.201 -0.071 2.122 -0.01 0.00 0.03 0.0697
H 8.808 -1.121 2.340 -0.01 0.01 -0.03 0.0638
H 9.124 1.782 3.223 -0.14 0.07 0.11 0.1165
H 9.113 0.392 4.301 0.08 0.00 -0.01 0.0981
H 5.760 2.180 4.276 -0.01 -0.16 -0.07 0.1096
H 7.300 2.943 4.044 0.10 -0.08 -0.08 0.1083
H 6.518 1.087 6.337 0.06 -0.04 0.00 0.0527
H 7.011 2.768 6.394 0.01 0.00 -0.02 0.0684
H 8.204 1.530 6.024 -0.01 -0.02 -0.03 0.0642
H 6.594 -0.818 2.601 0.10 0.06 -0.01 0.1036
H 5.402 -0.028 3.562 0.06 0.21 0.06 0.1123
H 7.848 -1.392 4.830 0.00 0.03 -0.02 0.0651
H 6.334 -2.215 4.479 0.01 0.01 -0.02 0.0722
H 6.351 -0.900 5.636 0.10 0.01 0.03 0.0517